Below is a molecular structure, C4H4O6Tm at a distorted geometry, with properties calculated with ωB97M-V/def2-TZVPD.

Results
Orbital gap (spin up / spin down)   7.40 / 3.99 eV
F_max   2.97 eV Å⁻¹
Calculated total energy   -46005.94931 eV
E_HOMO (spin up / spin down)   -0.5836 / -0.5924 Eh
Net charge   +2
2S+1   4

Last column: Mulliken spin population.
Positions of all 15 atoms, in Å:
1 O 3.205 -0.714 -0.364  0.0136
2 C 2.257 0.000 0.069  0.0026
3 O 2.488 1.160 0.515  0.0058
4 O 1.038 -0.505 0.025  0.0480
5 O -0.847 -1.007 1.077  0.1368
6 C -1.825 -1.069 0.075  0.1238
7 C 0.065 -0.030 0.887  0.7611
8 Tm 4.983 0.891 0.197  1.0053
9 H -2.771 -1.383 0.527  -0.0066
10 H -1.501 -1.683 -0.778  0.0346
11 H 0.411 0.553 1.744  0.0318
12 C -1.951 0.458 -0.444  -0.0139
13 O -2.568 1.315 0.136  0.7539
14 H -1.439 1.471 -1.962  0.0026
15 O -1.544 0.543 -1.703  0.1005

Below is a single C4H4OS2 molecule at a distorted geometry, with properties calculated with ωB97M-V/def2-TZVPD.

Results
Orbital gap   9.04 eV
F_max   4.21 eV Å⁻¹
Calculated total energy   -27928.35534 eV
E_HOMO   -0.3126 Eh
SMILES   Sc1ccoc1S
Net charge   0
2S+1   1

Last column: Löwdin charge in e.
Positions of all 11 atoms, in Å:
1 S 1.620 -1.338 -0.144  0.8375
2 C 0.721 0.052 0.046  -0.7614
3 C 1.279 1.366 0.197  -0.0725
4 C 0.248 2.287 0.108  -0.0224
5 O -0.925 1.515 -0.184  -0.0928
6 C -0.594 0.145 -0.146  -0.6979
7 S -1.984 -0.960 0.049  0.7667
8 H 2.028 -1.704 1.047  -0.1377
9 H 2.211 1.735 0.010  0.0753
10 H -0.053 3.318 -0.009  0.1211
11 H -0.885 -1.804 0.715  -0.0159

Below is a single C4H4OSe molecule at a distorted geometry, with properties calculated with ωB97M-V/def2-TZVPD.

Results
Orbital gap   7.41 eV
F_max   3.91 eV Å⁻¹
Calculated total energy   -71601.83925 eV
E_HOMO   -0.2906 Eh
Net charge   0
2S+1   1

Last column: Löwdin charge in e.
Positions of all 10 atoms, in Å:
1 C -1.265 0.145 -0.231  -0.1669
2 C -0.239 1.054 -0.124  -0.1865
3 C -0.971 -1.186 -0.117  -0.3400
4 C 1.092 0.674 -0.064  -0.5167
5 O 0.178 -1.636 0.087  -0.0756
6 Se 2.730 0.152 -0.059  0.9293
7 H -2.250 0.541 -0.596  0.1129
8 H -0.499 2.131 -0.395  0.1465
9 H -1.832 -1.977 -0.105  0.1378
10 H 3.056 0.104 1.604  -0.0407

Below is a single C4H4S molecule at a distorted geometry, with properties calculated with ωB97M-V/def2-TZVPD.

Results
Orbital gap   7.84 eV
F_max   7.14 eV Å⁻¹
Calculated total energy   -15044.95002 eV
E_HOMO   -0.3267 Eh
SMILES   CC#CC=S
Net charge   0
2S+1   1

Last column: Löwdin charge in e.
Positions of all 9 atoms, in Å:
1 C 0.991 0.071 0.236  -0.0999
2 C -0.401 0.194 -0.089  -0.0377
3 C -1.659 0.243 -0.321  -0.0924
4 C -3.039 0.135 -0.667  -0.6710
5 S -4.343 -0.163 0.332  0.6330
6 H 1.449 -0.242 -0.725  0.0971
7 H 1.191 -0.723 0.907  0.0732
8 H 1.544 0.940 0.455  0.0692
9 H -3.130 -0.087 -1.701  0.0285

Below is a single C4H4S molecule at a distorted geometry, with properties calculated with ωB97M-V/def2-TZVPD.

Results
Orbital gap   8.05 eV
F_max   9.35 eV Å⁻¹
Calculated total energy   -15044.57892 eV
E_HOMO   -0.3147 Eh
SMILES   S=C1C=CC1
Net charge   0
2S+1   1

Last column: Löwdin charge in e.
Positions of all 9 atoms, in Å:
1 S -2.530 -0.140 -0.057  0.7612
2 C -0.992 0.060 0.085  -0.9400
3 C -0.120 1.254 0.020  0.0256
4 C 1.035 0.268 -0.162  0.0363
5 C 0.143 -0.873 0.016  -0.2715
6 H -0.100 2.260 0.069  0.0454
7 H 2.036 0.244 -0.289  0.0579
8 H 0.171 -1.734 -0.740  0.1387
9 H 0.358 -1.341 1.059  0.1463

Below is a single C4H4S molecule at a distorted geometry, with properties calculated with ωB97M-V/def2-TZVPD.

Results
Orbital gap   7.74 eV
F_max   3.71 eV Å⁻¹
Calculated total energy   -15043.70186 eV
E_HOMO   -0.2690 Eh
SMILES   Cc1cc1=S
Net charge   0
2S+1   1

Last column: Löwdin charge in e.
Positions of all 9 atoms, in Å:
1 C -1.269 0.225 0.639  -0.0718
2 C -0.018 -0.233 -0.013  -0.1215
3 C 0.770 -0.846 -0.829  -0.1703
4 C 1.709 0.113 -0.456  -0.6665
5 S 2.718 1.208 0.064  0.6426
6 H -1.076 0.707 1.631  0.0820
7 H -2.017 -0.715 0.702  0.1253
8 H -1.554 1.043 -0.067  0.0965
9 H 0.736 -1.504 -1.670  0.0835

Below is a single C4H4S molecule at a distorted geometry, with properties calculated with ωB97M-V/def2-TZVPD.

Results
Orbital gap   9.01 eV
F_max   5.02 eV Å⁻¹
Calculated total energy   -15043.56074 eV
E_HOMO   -0.3370 Eh
SMILES   C#C/C=C\S
Net charge   0
2S+1   1

Last column: Löwdin charge in e.
Positions of all 9 atoms, in Å:
1 C -1.903 -1.541 0.022  0.1284
2 C -1.464 -0.445 0.118  -0.1466
3 C -0.551 0.578 0.452  -0.1832
4 C 0.744 0.957 0.000  -0.4091
5 S 2.231 -0.207 -0.261  0.5572
6 H -2.072 -2.596 0.089  0.0446
7 H -0.874 1.511 0.880  0.0820
8 H 1.049 1.899 0.348  0.0101
9 H 2.840 -0.156 -1.648  -0.0834

Below is a molecular structure, C4H4S3 at a distorted geometry, with properties calculated with ωB97M-V/def2-TZVPD.

Results
Orbital gap (spin up / spin down)   5.23 / 7.47 eV
F_max   3.72 eV Å⁻¹
Calculated total energy   -36712.48946 eV
E_HOMO (spin up / spin down)   -0.2043 / -0.3155 Eh
Net charge   0
2S+1   3

Last column: Mulliken spin population.
Positions of all 11 atoms, in Å:
1 C -1.493 -0.353 -0.830  0.0466
2 C -0.444 -1.270 -0.672  -0.0077
3 C 1.805 1.488 0.068  0.5643
4 C -0.517 0.152 1.336  0.5275
5 S 2.683 0.137 -0.062  0.4008
6 S -1.786 0.845 0.420  0.2269
7 S 0.443 -1.094 0.766  0.1467
8 H -2.221 -0.641 -1.515  0.0056
9 H -0.419 -2.112 -1.382  -0.0031
10 H 2.233 2.279 -0.427  0.1017
11 H -0.286 0.569 2.298  -0.0094